# 1
Computed, not measured: a structure of composition H20O10Xe in a non-equilibrium geometry, with the ωB97M-V functional and the def2-TZVPD basis.

Positions of all 31 atoms, in Å:
1 Xe -4.38 9.00 15.61
2 O -1.76 7.14 17.30
3 H -1.07 7.56 16.80
4 H -2.13 7.84 17.84
5 O -7.67 7.10 17.10
6 H -8.40 6.71 16.63
7 H -6.91 6.56 16.85
8 O -3.25 10.75 12.52
9 H -3.38 9.80 12.46
10 H -3.40 11.07 11.63
11 O -4.00 7.82 12.27
12 H -4.62 8.00 11.56
13 H -3.49 7.08 11.95
14 O -4.62 12.74 13.79
15 H -5.52 12.72 13.46
16 H -4.22 11.95 13.42
17 O -3.15 5.69 15.33
18 H -2.45 5.63 14.69
19 H -2.83 6.30 15.99
20 O -5.86 5.95 13.42
21 H -5.18 6.45 12.98
22 H -5.70 6.08 14.36
23 O -2.86 9.06 19.10
24 H -2.96 9.99 18.88
25 H -2.20 9.06 19.79
26 O -6.58 9.51 18.35
27 H -6.98 8.78 17.87
28 H -6.75 10.27 17.80
29 O -5.76 5.32 16.30
30 H -5.48 4.89 17.11
31 H -4.94 5.62 15.89

Properties
- ΔE to the lowest compared entry with this formula, charge and spin (kJ/mol) = 43.68
- E_HOMO (eV) = -10.390
- net charge = 0
- Kohn-Sham gap (eV) = 10.218
- energy (Eh) = -1093.75220


# 2
Computed, not measured: a structure of composition C9H8Cl24F3InO7S2 in a non-equilibrium geometry, with the ωB97M-V functional and the def2-TZVPD basis.

Positions of all 54 atoms, in Å:
1 In 9.58 11.06 15.74
2 C 13.35 10.91 16.40
3 F 14.24 11.72 16.81
4 F 12.95 11.12 15.10
5 F 13.93 9.73 16.36
6 S 11.79 11.00 17.51
7 O 12.03 11.14 18.90
8 O 11.16 12.12 16.83
9 O 10.93 9.82 17.17
10 S 8.58 11.96 13.45
11 O 8.94 10.59 13.89
12 O 9.56 12.50 12.41
13 O 7.08 11.81 13.13
14 O 8.69 12.72 14.75
15 C 10.07 6.74 18.32
16 Cl 11.55 6.96 19.25
17 Cl 10.44 6.83 16.61
18 Cl 8.83 8.02 18.67
19 H 9.62 5.81 18.61
20 C 10.36 15.35 11.51
21 Cl 9.70 16.72 10.71
22 Cl 11.25 15.73 12.98
23 Cl 11.36 14.47 10.33
24 H 9.56 14.58 11.79
25 C 8.24 12.76 18.47
26 Cl 7.81 11.32 17.37
27 Cl 7.79 12.32 20.09
28 Cl 7.37 14.17 17.95
29 H 9.29 12.88 18.37
30 C 14.03 16.99 15.45
31 Cl 14.61 16.89 13.79
32 Cl 13.79 15.42 16.19
33 Cl 12.46 17.87 15.46
34 H 14.73 17.52 16.11
35 C 5.28 9.70 14.55
36 Cl 6.36 8.72 15.55
37 Cl 4.69 10.99 15.47
38 Cl 4.06 8.73 13.68
39 H 5.83 10.15 13.73
40 C 13.47 7.98 13.99
41 Cl 13.34 6.36 13.44
42 Cl 11.94 8.86 13.56
43 Cl 14.92 8.76 13.34
44 H 13.54 7.98 15.03
45 C 13.75 11.15 10.65
46 Cl 12.19 10.91 9.88
47 Cl 13.72 12.24 12.07
48 Cl 14.89 11.89 9.50
49 H 14.13 10.19 10.95
50 C 6.63 16.43 14.09
51 Cl 5.82 15.77 15.57
52 Cl 6.23 18.17 14.00
53 Cl 6.12 15.68 12.59
54 H 7.68 16.26 14.26

Properties
- E_HOMO (eV) = -10.153
- net charge = 0
- Kohn-Sham gap (eV) = 8.070
- energy (Eh) = -13205.05626


# 3
Computed, not measured: the ion C4H8ClO4S with charge -1 in a non-equilibrium geometry, with the ωB97M-V functional and the def2-TZVPD basis.

Positions of all 18 atoms, in Å:
1 C 0.56 -0.47 1.62
2 C -0.73 0.12 1.24
3 Cl -0.79 1.88 1.57
4 C -0.97 -0.04 -0.55
5 C -0.03 0.73 -1.48
6 O -2.23 0.46 -0.66
7 S -1.14 -1.77 -1.07
8 O -0.03 -2.56 -0.42
9 O -1.19 -1.79 -2.54
10 O -2.41 -2.16 -0.46
11 H 1.42 -0.12 0.97
12 H 0.71 -0.15 2.74
13 H 0.62 -1.64 1.55
14 H -1.67 -0.26 1.79
15 H -0.41 0.37 -2.42
16 H 1.04 0.44 -1.52
17 H -0.02 1.83 -1.25
18 H -2.88 -0.37 -0.89

Properties
- SMILES string = C[C@@H](Cl)[C@](C)(O)S(=O)(=O)[O-]
- ΔE to the lowest compared entry with this formula, charge and spin (kJ/mol) = 86.74
- E_HOMO (eV) = -5.491
- net charge = -1
- Kohn-Sham gap (eV) = 8.841
- energy (Eh) = -1316.59121


> What is the formula in the third record?

C4H8ClO4S


What did the second record say?
Computed, not measured: a structure of composition C9H8Cl24F3InO7S2 in a non-equilibrium geometry, with the ωB97M-V functional and the def2-TZVPD basis.

Positions of all 54 atoms, in Å:
1 In 9.58 11.06 15.74
2 C 13.35 10.91 16.40
3 F 14.24 11.72 16.81
4 F 12.95 11.12 15.10
5 F 13.93 9.73 16.36
6 S 11.79 11.00 17.51
7 O 12.03 11.14 18.90
8 O 11.16 12.12 16.83
9 O 10.93 9.82 17.17
10 S 8.58 11.96 13.45
11 O 8.94 10.59 13.89
12 O 9.56 12.50 12.41
13 O 7.08 11.81 13.13
14 O 8.69 12.72 14.75
15 C 10.07 6.74 18.32
16 Cl 11.55 6.96 19.25
17 Cl 10.44 6.83 16.61
18 Cl 8.83 8.02 18.67
19 H 9.62 5.81 18.61
20 C 10.36 15.35 11.51
21 Cl 9.70 16.72 10.71
22 Cl 11.25 15.73 12.98
23 Cl 11.36 14.47 10.33
24 H 9.56 14.58 11.79
25 C 8.24 12.76 18.47
26 Cl 7.81 11.32 17.37
27 Cl 7.79 12.32 20.09
28 Cl 7.37 14.17 17.95
29 H 9.29 12.88 18.37
30 C 14.03 16.99 15.45
31 Cl 14.61 16.89 13.79
32 Cl 13.79 15.42 16.19
33 Cl 12.46 17.87 15.46
34 H 14.73 17.52 16.11
35 C 5.28 9.70 14.55
36 Cl 6.36 8.72 15.55
37 Cl 4.69 10.99 15.47
38 Cl 4.06 8.73 13.68
39 H 5.83 10.15 13.73
40 C 13.47 7.98 13.99
41 Cl 13.34 6.36 13.44
42 Cl 11.94 8.86 13.56
43 Cl 14.92 8.76 13.34
44 H 13.54 7.98 15.03
45 C 13.75 11.15 10.65
46 Cl 12.19 10.91 9.88
47 Cl 13.72 12.24 12.07
48 Cl 14.89 11.89 9.50
49 H 14.13 10.19 10.95
50 C 6.63 16.43 14.09
51 Cl 5.82 15.77 15.57
52 Cl 6.23 18.17 14.00
53 Cl 6.12 15.68 12.59
54 H 7.68 16.26 14.26

Properties
- E_HOMO (eV) = -10.153
- net charge = 0
- Kohn-Sham gap (eV) = 8.070
- energy (Eh) = -13205.05626


What did the second record say?
Computed, not measured: a structure of composition C9H8Cl24F3InO7S2 in a non-equilibrium geometry, with the ωB97M-V functional and the def2-TZVPD basis.

Positions of all 54 atoms, in Å:
1 In 9.58 11.06 15.74
2 C 13.35 10.91 16.40
3 F 14.24 11.72 16.81
4 F 12.95 11.12 15.10
5 F 13.93 9.73 16.36
6 S 11.79 11.00 17.51
7 O 12.03 11.14 18.90
8 O 11.16 12.12 16.83
9 O 10.93 9.82 17.17
10 S 8.58 11.96 13.45
11 O 8.94 10.59 13.89
12 O 9.56 12.50 12.41
13 O 7.08 11.81 13.13
14 O 8.69 12.72 14.75
15 C 10.07 6.74 18.32
16 Cl 11.55 6.96 19.25
17 Cl 10.44 6.83 16.61
18 Cl 8.83 8.02 18.67
19 H 9.62 5.81 18.61
20 C 10.36 15.35 11.51
21 Cl 9.70 16.72 10.71
22 Cl 11.25 15.73 12.98
23 Cl 11.36 14.47 10.33
24 H 9.56 14.58 11.79
25 C 8.24 12.76 18.47
26 Cl 7.81 11.32 17.37
27 Cl 7.79 12.32 20.09
28 Cl 7.37 14.17 17.95
29 H 9.29 12.88 18.37
30 C 14.03 16.99 15.45
31 Cl 14.61 16.89 13.79
32 Cl 13.79 15.42 16.19
33 Cl 12.46 17.87 15.46
34 H 14.73 17.52 16.11
35 C 5.28 9.70 14.55
36 Cl 6.36 8.72 15.55
37 Cl 4.69 10.99 15.47
38 Cl 4.06 8.73 13.68
39 H 5.83 10.15 13.73
40 C 13.47 7.98 13.99
41 Cl 13.34 6.36 13.44
42 Cl 11.94 8.86 13.56
43 Cl 14.92 8.76 13.34
44 H 13.54 7.98 15.03
45 C 13.75 11.15 10.65
46 Cl 12.19 10.91 9.88
47 Cl 13.72 12.24 12.07
48 Cl 14.89 11.89 9.50
49 H 14.13 10.19 10.95
50 C 6.63 16.43 14.09
51 Cl 5.82 15.77 15.57
52 Cl 6.23 18.17 14.00
53 Cl 6.12 15.68 12.59
54 H 7.68 16.26 14.26

Properties
- E_HOMO (eV) = -10.153
- net charge = 0
- Kohn-Sham gap (eV) = 8.070
- energy (Eh) = -13205.05626